[1]
Entry from the OMol25 dataset: a cluster of 2 separate species, CH3F3N2O in total at a distorted geometry (wB97M-V/def2-TZVPD).

Cartesian coordinates (Å):
C  0.197  -1.028  1.182
N  -0.968  -1.549  -0.613
N  -2.844  0.763  -0.022
O  -0.441  -1.903  0.540
F  -1.605  -2.592  -1.114
F  -2.741  2.048  -0.333
F  -3.984  0.357  -0.594
H  0.177  0.002  0.721
H  -1.982  0.321  -0.666
H  0.665  -1.273  2.136

For the energy above the lowest of the compared OMol25 structures with the same formula, charge and spin, the calculation gives 711.93 kJ/mol. The strongest force on any atom is 0.101 Eh/bohr. As for the charge: 0. The total energy is -523.88442 Ha. Its HOMO energy (alpha / beta) is -9.56 / -8.69 eV.

Atom charges from the Mulliken analysis, given in e for atoms 1 to 4: C -0.2428; N -0.2033; N 0.0506; O -0.0121

***

[2]
Entry from the OMol25 dataset: a structure of composition C17H18N2OS at a distorted geometry (wB97M-V/def2-TZVPD).

Cartesian coordinates (Å):
C  -0.929  -1.721  -2.243
H  -0.237  -2.551  -2.754
O  0.022  -0.578  -1.917
C  0.961  -1.089  -1.102
C  2.225  -1.067  -1.700
C  3.232  -1.391  -0.750
C  2.996  -2.052  0.586
C  1.784  -2.045  0.794
C  0.652  -1.571  0.109
N  -0.528  -1.745  0.770
C  -1.670  -0.619  0.748
N  -1.499  0.590  0.386
C  -0.135  0.958  0.513
C  0.734  0.876  1.695
C  1.927  1.393  1.659
C  2.231  2.376  1.026
C  1.445  2.646  -0.024
C  0.133  2.146  -0.142
C  -0.692  2.842  -1.307
C  -2.066  1.906  -1.277
C  -2.506  1.328  -0.119
H  -2.748  2.257  0.823
H  -3.374  0.848  -0.039
H  -1.868  1.060  -1.863
H  -2.854  2.595  -2.088
H  -1.009  3.763  -0.933
H  -0.280  2.654  -2.207
H  1.709  3.778  -0.777
H  3.184  2.853  1.098
H  2.637  1.079  2.657
H  0.424  0.147  2.321
S  -3.159  -1.459  0.889
H  -0.759  -2.526  1.270
H  1.619  -2.652  1.859
H  3.893  -2.352  0.996
H  4.327  -0.962  -1.147
H  2.357  -0.437  -2.693
H  -1.615  -1.276  -2.838
H  -1.631  -2.068  -1.510

For the energy above the lowest of the compared OMol25 structures with the same formula, charge and spin, the calculation gives 1320.43 kJ/mol. The strongest force on any atom is 0.300 Eh/bohr. As for the charge: 0. The total energy is -1241.09256 Ha. Its HOMO energy is -7.81 eV.

Atom charges from the Mulliken analysis, given in e for atoms 1 to 4: C -0.7524; H 0.2815; O -0.4459; C 0.2300

***

[3]
Entry from the OMol25 dataset: a cluster of 4 separate species, C16H36F3O17P3 in total (wB97M-V/def2-TZVPD).

Cartesian coordinates (Å):
O  6.749  0.298  0.168
C  5.567  0.404  0.290
O  4.880  -0.328  1.239
C  4.720  1.360  -0.533
C  3.544  2.025  0.211
C  2.289  2.088  -0.656
O  1.110  2.415  0.102
C  0.735  1.602  1.116
O  0.753  1.953  2.255
C  0.090  0.271  0.767
O  0.206  -0.104  -0.616
C  1.016  -1.125  -0.914
F  0.445  -2.320  -0.717
F  2.161  -1.123  -0.187
F  1.354  -1.035  -2.195
H  4.464  -1.110  0.845
H  5.418  2.102  -0.930
H  4.346  0.775  -1.388
H  3.828  3.047  0.480
H  3.339  1.482  1.137
H  2.373  2.901  -1.385
H  2.147  1.163  -1.227
H  0.464  -0.513  1.435
H  -0.983  0.384  0.959
C  -5.524  0.676  4.406
O  -4.923  0.637  3.105
P  -3.703  1.598  2.765
O  -2.703  1.729  3.820
O  -4.341  2.962  2.262
C  -4.722  3.961  3.216
O  -3.170  0.955  1.433
C  -4.053  0.672  0.334
H  -5.541  -0.338  4.800
H  -4.954  1.306  5.088
H  -6.543  1.049  4.313
H  -4.047  3.952  4.072
H  -5.749  3.793  3.542
H  -4.656  4.923  2.715
H  -4.909  1.343  0.335
H  -4.389  -0.361  0.405
H  -3.481  0.816  -0.579
C  1.457  -1.223  -5.333
O  2.115  -1.146  -6.604
P  2.920  0.174  -6.985
O  3.705  0.754  -5.898
O  1.850  1.163  -7.629
C  1.047  1.986  -6.777
O  3.732  -0.290  -8.243
C  3.088  -0.945  -9.346
H  1.778  -2.136  -4.837
H  1.718  -0.374  -4.703
H  0.380  -1.255  -5.491
H  1.607  2.281  -5.889
H  0.138  1.455  -6.490
H  0.781  2.873  -7.345
H  2.039  -0.662  -9.417
H  3.172  -2.023  -9.220
H  3.608  -0.635  -10.247
C  -3.214  -3.267  3.835
O  -2.173  -2.288  3.883
P  -0.665  -2.713  3.582
O  -0.508  -3.646  2.468
O  -0.075  -3.232  4.967
C  -0.301  -4.584  5.371
O  0.038  -1.330  3.411
C  -0.105  -0.272  4.390
H  -3.996  -2.897  3.176
H  -2.851  -4.218  3.445
H  -3.617  -3.404  4.838
H  -0.330  -5.245  4.504
H  -1.234  -4.658  5.932
H  0.527  -4.871  6.013
H  -0.301  -0.670  5.384
H  -0.912  0.388  4.090
H  0.829  0.280  4.389

The strongest force on any atom is 0.010 Eh/bohr. As for the charge: 0. The total energy is -3234.29428 Ha. Its HOMO energy is -10.21 eV.

Atom charges from the Mulliken analysis, given in e for atoms 1 to 4: O -0.5351; C 0.2845; O -0.4613; C -0.4473

***

[4]
Entry from the OMol25 dataset: a cluster of 13 separate species, C43H59BrF3N14O2 in total at a distorted geometry (wB97M-V/def2-TZVPD).

Cartesian coordinates (Å):
C  2.791  -2.309  -1.199
C  1.697  -1.858  -1.328
N  0.429  -1.405  -1.040
C  -0.620  -2.094  -1.565
C  -0.381  -3.278  -2.438
C  0.142  -4.517  -1.631
N  0.992  -5.386  -2.447
C  -1.890  -1.689  -1.263
C  -2.109  -0.581  -0.465
C  -3.528  -0.181  -0.144
C  -4.476  -0.840  -1.122
O  -4.435  -0.560  -2.275
Br  -5.687  -2.186  -0.475
C  -1.022  0.140  0.031
C  -1.270  1.365  0.899
O  -0.501  2.499  0.595
C  -0.632  2.928  -0.750
C  -2.052  3.338  -1.187
C  -2.300  2.884  -2.638
C  0.257  -0.299  -0.254
C  1.484  0.347  0.299
C  2.425  1.065  -0.707
C  3.194  2.132  0.022
F  2.602  2.656  1.079
C  4.412  2.511  -0.349
F  4.767  2.338  -1.596
F  5.273  3.005  0.518
H  3.815  -2.583  -1.170
H  0.284  -2.996  -3.253
H  -1.340  -3.547  -2.865
H  0.668  -4.165  -0.751
H  -0.731  -5.101  -1.360
H  0.683  -5.341  -3.411
H  1.916  -4.963  -2.463
H  -2.680  -2.280  -1.687
H  -3.779  -0.480  0.872
H  -3.643  0.892  -0.260
H  -1.014  1.075  1.919
H  -2.321  1.621  0.939
H  -0.228  2.214  -1.464
H  -0.003  3.810  -0.832
H  -2.104  4.421  -1.208
H  -2.829  2.983  -0.520
H  -2.944  3.582  -3.160
H  -1.364  2.886  -3.192
H  -2.714  1.878  -2.664
H  1.238  1.017  1.106
H  2.069  -0.458  0.749
H  3.147  0.339  -1.059
H  1.930  1.448  -1.594
C  6.578  4.852  -1.778
C  6.503  6.206  -2.308
N  6.422  7.279  -2.706
H  5.742  4.247  -2.108
H  7.494  4.357  -2.097
H  6.570  4.852  -0.688
C  -5.268  -2.391  -5.349
C  -4.081  -3.101  -4.897
N  -3.149  -3.650  -4.514
H  -6.128  -3.055  -5.402
H  -5.521  -1.579  -4.669
H  -5.113  -1.964  -6.338
C  1.543  3.120  4.287
C  0.597  2.253  4.963
N  -0.233  1.585  5.388
H  1.890  2.660  3.364
H  1.091  4.073  4.024
H  2.422  3.328  4.894
C  7.594  1.391  2.348
C  8.328  0.141  2.419
N  8.826  -0.889  2.505
H  7.745  2.000  3.238
H  7.906  1.976  1.484
H  6.525  1.203  2.256
C  4.151  6.458  0.788
C  3.758  5.779  2.014
N  3.454  5.186  2.949
H  3.780  5.927  -0.088
H  3.770  7.477  0.741
H  5.236  6.509  0.711
C  -2.126  -0.643  3.794
C  -2.370  -1.140  2.448
N  -2.554  -1.492  1.371
H  -1.594  0.305  3.760
H  -3.056  -0.483  4.336
H  -1.518  -1.338  4.371
C  5.849  -2.207  3.284
C  4.650  -1.743  2.601
N  3.720  -1.377  2.033
H  5.858  -3.291  3.384
H  6.741  -1.916  2.734
H  5.928  -1.784  4.285
C  -9.585  -2.585  -1.749
C  -8.974  -2.120  -2.984
N  -8.485  -1.750  -3.954
H  -9.660  -3.673  -1.732
H  -9.002  -2.280  -0.882
H  -10.591  -2.186  -1.628
C  0.920  -9.565  -2.003
C  -0.093  -8.545  -1.794
N  -0.886  -7.734  -1.630
H  0.771  -10.072  -2.955
H  1.916  -9.126  -2.007
H  0.885  -10.316  -1.215
C  3.299  0.878  7.512
C  4.195  1.621  6.638
N  4.891  2.208  5.940
H  3.284  -0.177  7.247
H  3.615  0.960  8.551
H  2.280  1.257  7.438
C  -9.895  -5.161  -5.654
C  -9.977  -5.617  -4.276
N  -10.039  -5.972  -3.187
H  -10.448  -5.826  -6.316
H  -10.309  -4.160  -5.757
H  -8.861  -5.133  -5.993
C  0.137  6.901  3.843
C  -1.042  6.509  3.087
N  -1.967  6.202  2.483
H  -0.016  6.775  4.914
H  1.001  6.300  3.561
H  0.392  7.946  3.679

The strongest force on any atom is 0.095 Eh/bohr. As for the charge: +1. The total energy is -5464.05614 Ha. Its HOMO energy is -11.37 eV.

Atom charges from the Mulliken analysis, given in e for atoms 1 to 4: C -0.8470; C -0.1603; N 0.1539; C 1.0429